# C40H74ClINO27P7S

7 unconnected molecules or ions with the total composition C40H74ClINO27P7S in a non-equilibrium geometry (ωB97M-V/def2-TZVPD, the OMol25 dataset).

Summary:
- HOMO energy: -8.85 eV
- SMILES: C#Cc1cc2c(c(CC(=O)Cl)c1CC=C)Sc1cccc(P(O)O)c1N2[C@H](I)CC.COP(=O)(OC)OC.COP(=O)(OC)OC.COP(=O)(OC)OC.COP(=O)(OC)OC.COP(=O)(OC)OC.COP(=O)(OC)OC
- Charge: 0
- LUMO: -2.491 eV
- Gap between HOMO and LUMO: 6.4 eV

Geometry as XYZ:
```
152
Properties=species:S:1:pos:R:3:forces:R:3:mulliken_charge:R:1
C -4.3725 1.1980 3.5300 -0.1 0.9 -0.1 -0.018
C -4.2652 0.0097 3.5119 0.4 -0.9 0.4 -1.186
C -3.9482 -1.4009 3.5752 -0.1 0.5 -0.4 0.491
C -3.2514 -1.9103 2.4799 -0.1 -0.1 -0.2 -1.310
C -2.9040 -3.2450 2.4331 -0.4 0.6 0.1 -1.299
C -3.2435 -4.0474 3.5232 0.2 -0.7 -0.5 0.858
C -3.9437 -3.5573 4.6258 -0.2 0.1 0.4 0.871
C -4.3007 -4.5154 5.7561 0.1 -0.9 -0.3 -1.521
C -5.7944 -4.8474 5.7732 0.3 0.0 0.3 0.527
O -6.6625 -4.1357 6.1252 -0.3 0.1 0.0 -0.399
Cl -6.2146 -6.5218 5.2298 0.3 0.3 0.0 -0.204
C -4.3154 -2.1994 4.6677 0.2 0.4 -0.2 0.862
C -5.1084 -1.5511 5.7874 0.3 -0.4 0.3 -1.063
C -4.6116 -1.8345 7.1983 -0.8 -0.4 0.2 -0.275
C -5.5064 -2.0267 8.1592 -0.1 0.2 0.1 -0.924
S -2.7485 -5.7637 3.3925 -0.2 -0.1 0.0 -0.436
C -3.1027 -6.0347 1.6586 0.5 1.2 0.8 1.205
C -3.6736 -7.2155 1.2313 -0.1 -0.3 0.3 -0.522
C -3.9688 -7.4032 -0.1138 0.3 0.2 0.7 -1.011
C -3.6814 -6.3660 -0.9841 -0.2 -0.5 -0.4 -1.432
C -3.1065 -5.1702 -0.5492 -0.9 0.9 -0.3 0.661
P -2.8540 -3.9164 -1.8817 1.6 0.3 -0.9 0.624
O -2.9910 -2.4305 -1.1825 -0.9 -1.0 0.2 -0.468
O -4.2357 -4.1477 -2.7642 -0.1 0.1 0.8 -0.421
C -2.7860 -4.9719 0.8025 -0.5 -0.9 -1.0 -1.511
N -2.2200 -3.7458 1.2733 0.5 -0.7 0.9 1.556
C -0.7656 -3.7713 1.5176 -0.3 -0.7 0.1 -0.805
I 0.1916 -2.1347 0.4165 0.0 0.0 0.3 0.159
C -0.0273 -5.0781 1.2002 1.0 0.3 -0.9 -0.453
C 0.2649 -5.3385 -0.3098 0.5 0.1 0.6 -0.877
H -4.4384 2.2625 3.5557 -0.1 -0.1 -0.1 0.473
H -3.0037 -1.2619 1.6431 0.0 -0.1 0.1 0.746
H -3.9611 -4.1547 6.7295 -0.5 0.2 -0.1 0.469
H -3.7973 -5.4763 5.6227 0.0 0.3 -0.1 0.644
H -5.1643 -0.4638 5.6795 0.3 -0.2 -0.3 0.444
H -6.1419 -1.9037 5.6983 0.1 0.1 0.2 0.357
H -3.5603 -1.9252 7.4673 0.0 0.3 -0.5 0.477
H -6.5656 -2.0006 7.9098 0.1 0.0 0.2 0.246
H -5.2431 -2.1704 9.2030 0.1 0.0 -0.2 0.286
H -3.8920 -7.9691 1.9839 -0.1 0.0 -0.2 0.440
H -4.4418 -8.3334 -0.4095 0.1 0.2 -0.3 0.534
H -3.9456 -6.5122 -2.0296 0.1 0.2 0.1 0.577
H -3.6547 -2.4850 -0.4771 0.1 0.5 0.1 0.327
H -4.1094 -3.7976 -3.6527 0.1 -0.1 0.0 0.299
H -0.6077 -3.5498 2.5754 0.1 0.3 -0.3 0.500
H 0.9682 -4.9680 1.6511 -0.3 0.0 0.2 0.553
H -0.4603 -5.9563 1.6841 -0.4 0.3 0.0 0.235
H 1.2744 -4.9652 -0.5184 -0.2 0.0 -0.1 0.371
H -0.4021 -4.7927 -0.9773 -0.1 -0.4 0.0 0.096
H 0.3043 -6.4124 -0.5112 -0.4 0.2 -0.1 0.311
C 0.8656 1.2017 2.0242 0.0 0.0 -0.2 -0.943
O 1.6886 2.1035 2.7992 -1.3 -3.1 0.9 -0.242
P 2.6538 1.4274 3.9987 4.9 5.5 1.1 1.082
O 2.5667 2.5324 4.9980 -0.7 -0.6 -0.1 -0.659
O 3.9698 1.5332 3.0407 0.1 -0.4 0.3 -0.353
C 4.4312 2.8305 2.6790 -0.1 0.2 -0.6 -0.258
O 3.3571 0.2247 4.8735 -2.9 -1.6 -1.6 -0.454
C 4.5407 0.5569 5.5912 0.5 0.2 0.3 -0.561
H 0.3170 1.7796 1.2864 0.1 0.1 0.0 0.250
H 1.4866 0.4677 1.5084 0.0 0.0 0.0 0.350
H 0.1546 0.6894 2.6747 0.0 0.0 -0.1 0.456
H 4.1678 3.5752 3.4300 -0.1 -0.1 0.0 0.070
H 4.0101 3.1205 1.7143 0.0 0.1 0.0 0.067
H 5.5153 2.7941 2.5838 0.0 -0.1 0.1 0.303
H 4.3238 1.2750 6.3803 -0.1 0.1 -0.1 0.261
H 5.3113 0.9446 4.9265 -0.1 0.0 0.0 0.257
H 4.9030 -0.3635 6.0468 -0.2 -0.1 -0.1 0.265
C -6.9123 -5.7584 -1.8711 -0.2 0.3 0.0 -0.605
O -6.8300 -6.6358 -3.0173 -1.0 -0.8 3.2 -0.136
P -7.7736 -8.0260 -2.9884 0.2 -2.0 -6.8 1.078
O -6.8332 -8.9490 -3.6850 0.0 0.3 0.9 -0.671
O -8.8891 -7.3635 -3.9749 -0.3 -0.4 0.4 -0.365
C -8.5201 -7.0618 -5.3172 0.1 0.4 -0.1 -0.649
O -8.8719 -9.0633 -2.3437 0.9 2.3 2.7 -0.455
C -9.4434 -10.0256 -3.2220 -0.2 -0.5 -0.4 -0.571
H -6.2590 -4.9075 -2.0429 0.0 -0.1 -0.1 -0.001
H -7.9367 -5.4008 -1.7326 0.0 0.0 0.0 0.422
H -6.5806 -6.2836 -0.9736 0.0 0.1 0.0 0.346
H -7.7252 -7.7176 -5.6737 0.0 0.0 0.1 0.343
H -8.1963 -6.0228 -5.3896 0.1 0.0 0.0 0.228
H -9.4011 -7.1965 -5.9432 -0.1 0.0 0.1 0.250
H -8.6870 -10.7275 -3.5685 0.1 0.2 0.0 0.276
H -9.9333 -9.5465 -4.0688 0.1 0.1 0.0 0.249
H -10.1914 -10.5722 -2.6495 0.1 0.2 0.2 0.255
C -0.8021 -0.9291 -3.5905 0.1 0.0 0.3 0.216
O 0.2466 -1.7761 -4.0996 -1.5 3.2 -1.0 -0.109
P 1.3929 -1.1533 -5.1934 5.2 -7.1 0.5 0.976
O 1.4965 -2.4572 -5.9310 -0.9 0.6 -0.4 -0.723
O 2.4948 -1.0359 -3.9814 0.1 0.7 -0.2 -0.135
C 2.8543 -2.2183 -3.2686 -0.3 -0.1 0.5 -0.672
O 2.4175 -0.2899 -6.1939 -2.6 2.5 0.2 -0.363
C 3.6677 -0.8875 -6.5114 0.4 -0.4 -0.1 -0.680
H -1.4126 -1.5224 -2.9151 0.1 -0.1 0.0 -0.502
H -0.3776 -0.0860 -3.0367 -0.1 0.0 0.1 0.140
H -1.4264 -0.5510 -4.4023 0.0 -0.1 0.0 0.335
H 2.7393 -3.1102 -3.8856 -0.1 0.1 -0.1 0.347
H 2.2419 -2.3143 -2.3709 0.0 -0.1 0.0 0.093
H 3.8978 -2.1214 -2.9707 0.0 0.2 -0.1 0.306
H 3.5256 -1.7871 -7.1066 -0.1 0.0 0.1 0.302
H 4.2392 -1.1143 -5.6114 -0.1 0.0 0.0 0.277
H 4.2240 -0.1609 -7.1040 -0.2 0.2 0.1 0.276
C 4.5427 5.5643 5.5076 -0.2 -0.1 0.2 -0.677
O 5.9228 5.1586 5.6645 -1.2 2.9 -1.5 -0.088
P 7.0924 6.3633 5.6080 5.6 -3.4 2.7 1.057
O 8.1705 5.5989 4.9196 -0.8 0.4 -0.3 -0.669
O 7.2404 6.3802 7.2318 0.1 0.6 -0.2 -0.358
C 7.7693 5.2280 7.8803 -0.3 -0.3 0.2 -0.645
O 7.6256 7.9128 5.4839 -3.5 0.1 -1.0 -0.454
C 8.9630 8.1689 5.8941 0.6 0.0 0.1 -0.557
H 3.9093 4.6813 5.5785 0.1 -0.1 0.0 0.073
H 4.2596 6.2687 6.2942 0.0 0.0 0.0 0.372
H 4.4002 6.0262 4.5287 -0.1 0.0 0.0 0.378
H 8.4418 4.6711 7.2270 -0.1 0.1 -0.1 0.343
H 6.9561 4.5783 8.2065 0.0 -0.1 0.0 0.228
H 8.3209 5.5631 8.7577 0.0 0.1 0.0 0.249
H 9.6699 7.6624 5.2394 -0.1 -0.1 0.0 0.274
H 9.1231 7.8705 6.9295 -0.1 -0.1 0.0 0.244
H 9.1192 9.2437 5.8125 -0.2 0.0 0.0 0.252
C 2.6976 2.0687 -4.6642 0.2 0.4 0.1 -0.479
O 2.1998 3.3381 -4.1748 -0.1 -3.3 1.3 -0.230
P 1.8530 3.4949 -2.5288 -0.7 7.5 0.2 0.884
O 0.6785 4.3999 -2.7143 -0.1 -0.9 0.0 -0.705
O 3.2541 4.2799 -2.2575 -0.2 -0.6 0.7 -0.343
C 3.4700 5.4954 -2.9526 0.3 0.2 -0.7 -0.783
O 1.7016 3.1191 -0.9310 0.6 -3.1 -1.4 -0.117
C 1.5480 4.2291 -0.0463 -0.1 0.5 0.3 -0.535
H 2.8879 2.1604 -5.7287 -0.1 0.1 0.0 0.295
H 3.6293 1.8108 -4.1546 0.0 -0.1 -0.1 0.382
H 1.9658 1.2742 -4.5036 0.1 0.4 0.0 -0.018
H 2.5298 5.9788 -3.2214 0.0 -0.1 0.0 0.357
H 4.0440 5.2882 -3.8560 0.0 0.2 -0.1 0.219
H 4.0430 6.1717 -2.3190 0.0 -0.2 0.2 0.373
H 0.6059 4.7416 -0.2340 0.1 0.0 -0.2 0.272
H 2.3823 4.9238 -0.1380 0.0 0.0 -0.1 0.299
H 1.5364 3.8353 0.9664 0.1 -0.3 0.0 0.073
C 5.1611 10.4202 -5.8783 -0.1 0.2 0.1 -0.738
O 4.4441 9.8991 -7.0171 1.6 -1.8 2.5 -0.294
P 3.9002 8.3075 -6.9232 -4.8 -0.4 -5.5 0.990
O 4.0860 7.9211 -8.3495 0.7 0.1 0.7 -0.673
O 2.3772 8.7805 -6.5872 0.1 -0.5 0.4 -0.273
C 1.6419 9.4788 -7.5876 0.0 0.5 0.0 -0.686
O 3.6733 6.8567 -6.1905 2.5 1.7 2.1 -0.302
C 2.7108 5.9639 -6.7367 -0.5 -0.4 -0.4 -0.177
H 5.4298 11.4526 -6.0872 -0.1 0.0 -0.1 0.231
H 4.5347 10.3918 -4.9827 0.0 0.0 0.0 0.328
H 6.0731 9.8459 -5.7077 0.0 0.1 0.0 0.335
H 1.9734 9.2113 -8.5913 0.1 0.0 0.1 0.346
H 1.7459 10.5549 -7.4433 0.0 0.0 -0.1 0.240
H 0.5920 9.2121 -7.4757 0.0 -0.1 0.1 0.248
H 3.0089 5.6215 -7.7266 0.1 0.2 0.0 0.343
H 1.7234 6.4220 -6.7774 0.1 0.1 0.0 0.259
H 2.6619 5.0994 -6.0746 0.1 0.2 0.2 -0.171
```
Positions in Å, forces in eV/Å.